Density functional theory data (wB97M-V/def2-TZVPD) for a cluster of 6 separate species, C53H116N2O5P2 in total at a distorted geometry.

## Properties
Multiplicity: 2
HOMO-LUMO gap (alpha / beta), eV: 3.149 / 6.464
Total charge: +1
Maximum force, eV/A: 5.638
HOMO (alpha / beta), Eh: -0.1767 / -0.2994

```
178
Properties=species:S:1:pos:R:3:forces:R:3
P 4.49577 -1.87740 0.15872 -1.3079 0.7142 0.5295
P -6.30285 0.96234 -0.56321 -0.4730 0.6921 1.4572
O 2.09496 1.88074 1.78560 0.4578 1.4335 1.5593
O 1.00917 0.88649 0.23464 -3.3754 -0.9944 -0.6087
O 3.16154 -1.52103 6.45674 0.8302 0.1322 -1.5017
O 3.03650 1.49971 -0.23831 0.5977 1.2129 1.0789
O 4.11432 -2.44906 4.59970 0.2624 -0.1362 -0.0250
N 4.88936 4.64743 2.23243 -1.1587 2.2135 0.5890
N -1.16203 0.03041 -3.06737 0.8171 1.4978 0.8045
C 5.54219 -0.46840 0.79842 0.5048 -2.0620 -0.4933
C 3.44428 -0.19024 4.47290 -0.0132 0.2127 0.9694
C -9.74549 -1.78202 -3.51411 0.1046 -0.7711 -0.5907
C -5.96505 -2.81862 1.59640 0.0759 -0.7715 -0.8515
C -9.64472 2.98215 1.18281 -0.7499 0.4850 1.0696
C -6.22172 -2.36076 3.01673 0.7861 1.4610 0.1510
C 3.40602 4.98098 4.17436 1.2696 -0.9130 -0.0164
C 5.57459 -3.34519 0.10063 -0.6495 -0.4285 -1.0680
C 3.78027 -1.30978 -4.92284 1.6454 0.7306 0.4322
C 6.35627 2.97913 -0.87488 0.1624 -1.2799 -2.1714
C 6.26038 -0.81678 2.15473 -1.6512 -0.2415 -0.7755
C 6.03063 -5.81742 -0.70811 -0.2663 0.3125 1.4134
C 5.61346 3.68110 1.33309 -1.3844 0.6558 0.2675
C 2.50646 5.16958 2.95512 0.3982 1.0762 0.9724
C 3.82573 -1.46536 -1.52155 -0.1303 0.0450 -0.9807
C -6.77247 0.30309 -2.15177 -2.9513 0.3255 -0.8484
C 7.63994 0.08400 4.01325 0.2299 1.0500 -0.0065
C -3.44361 -2.51075 -3.16867 0.4434 0.9501 2.3700
C 6.31976 2.98459 -2.47623 -1.7733 0.5656 1.1546
C 3.08419 -2.16474 1.29378 -0.3605 0.5612 0.3955
C -1.44881 1.39760 -2.33916 0.2942 -0.9257 0.4619
C 5.65901 6.01725 2.26881 -1.6167 -1.3510 -0.7649
C 6.64409 0.44587 2.83631 1.4412 0.1080 1.1897
C -8.83318 1.77217 0.66167 -0.4529 0.5882 -0.2517
C 0.71508 -3.19746 1.56432 -1.2212 0.2678 1.2994
C 5.47453 -7.09237 -1.32149 -0.3069 0.2839 -1.1020
C -10.93837 2.68478 2.01093 1.1464 -0.5534 -0.3375
C 3.60557 -1.51639 5.27654 -1.1438 -0.3782 0.2771
C -4.73967 -3.20642 -2.75151 0.5593 0.2538 -0.5345
C 2.04045 1.46934 0.53915 3.3538 -1.8358 -4.1430
C 4.58223 4.14113 3.64043 0.3214 0.1932 0.6399
C -2.96619 -1.44721 -1.98119 -2.2919 -0.1452 -2.2443
C -7.44907 2.22942 0.17438 -0.2700 0.1982 -0.6468
C -2.19878 1.23076 3.07709 -0.4229 -0.0970 0.2009
C 5.70234 4.12781 -0.13766 1.8369 0.4206 0.5634
C -8.24436 -0.34832 -2.16011 1.6312 -0.6062 -0.3571
C 0.36201 -0.04650 -3.25966 -0.9894 -0.4200 -0.4438
C 4.16663 -0.24177 -3.82745 -0.7377 -1.4592 -0.1242
C -4.59651 1.40852 -0.11860 1.4334 -0.9348 1.2580
C -6.71756 -0.50834 0.60692 0.8135 -0.0888 -0.4653
C -4.14090 1.37507 1.40631 -0.3259 0.9347 -0.9497
C -0.78299 -1.28058 -5.10897 -0.8441 1.2168 0.6122
C -0.13492 -2.05863 2.21900 1.6563 -0.9859 0.2127
C -1.55224 -1.09827 -2.04657 2.3509 -0.1349 -1.1555
C -1.67328 -0.10947 -4.53235 0.3034 -0.5127 0.7403
C 4.98871 -4.64297 -0.59222 0.5606 0.2739 0.1791
C -5.68534 -1.66293 0.58272 0.4272 1.2044 0.8943
C 1.80381 -2.70055 0.66254 0.1140 -0.1957 -1.1682
C 4.81641 -0.78673 -2.53553 -1.1118 -0.1348 1.1127
C 3.43365 5.01150 1.74234 0.4256 -1.6455 -0.1882
C 0.57596 -1.09357 -4.38094 -0.9029 -0.3508 0.2258
C -8.42261 -1.03645 -3.50982 -0.0064 0.0181 0.9679
C -2.61760 1.38152 1.62369 -0.2815 -0.2216 0.3724
H 4.36628 0.34915 4.68988 0.0477 0.3718 -0.0749
H 3.17686 0.14701 -3.58808 0.2749 0.8220 0.4862
H 6.93932 -5.59318 -1.26677 -0.2176 0.7716 -0.1564
H 3.33099 -0.26904 3.39167 0.0343 -0.2287 0.0916
H 2.06405 -3.56730 0.05499 0.0267 0.1641 -0.6343
H 0.64392 0.93999 -3.62771 0.1525 -0.0684 0.2007
H -3.47509 -0.49167 -2.10797 -0.6494 0.0896 -0.2663
H 7.15406 -1.42180 2.00179 -0.0569 0.0134 -0.2808
H 6.26368 -0.53857 -0.01559 0.6239 0.4864 -0.0494
H 7.40346 2.74975 -0.67771 0.1802 0.7280 0.7039
H -7.54456 2.97984 -0.61039 -0.3671 -0.0741 -0.2551
H -10.57070 -1.11237 -3.75639 -0.1125 -0.3481 -0.1260
H -7.58775 -1.72300 -3.65040 0.0069 -0.1534 -0.0272
H 5.37665 4.22102 4.38247 0.7115 0.2266 -0.6550
H 8.34542 -0.71480 3.78451 0.0018 0.1124 -0.6561
H -4.72607 0.57813 1.86516 0.6180 -0.1265 0.3951
H -10.06345 3.60707 0.39399 0.6119 -0.0655 -0.5337
H -9.03358 0.39246 -2.03174 0.2443 0.2100 0.0941
H -4.63757 -3.60143 -1.74074 -0.3554 -0.1689 -0.1372
H -5.27730 -1.90825 3.31906 0.2158 -0.1034 0.5412
H 6.72239 5.85203 2.44208 -0.3004 0.1712 0.5735
H 5.64374 -1.47442 -2.71072 0.1949 0.1682 -0.2713
H -2.40942 0.20963 3.39495 0.5029 -0.1471 0.0804
H 3.34199 -2.31362 -2.00586 0.6141 -0.8929 0.2354
H -4.45705 2.30845 1.87210 -0.4014 0.0195 0.1061
H 1.30257 -0.70829 -5.09627 0.0273 -0.3333 0.2953
H 4.69323 -1.75986 -5.31275 -0.0256 -0.4980 0.2087
H 5.51660 6.44729 1.27740 0.3026 -0.1442 -0.0231
H -9.66884 -2.65823 -4.15791 -0.3893 0.4118 -0.8876
H 6.38932 4.97365 -0.16427 -0.1347 0.3494 -0.2670
H 7.07567 1.07424 2.05722 1.0101 0.1379 0.1341
H 3.10867 -2.04466 -4.47898 0.2344 -0.1112 -0.1687
H 5.72961 -8.04802 -0.86349 0.3150 0.3077 0.1463
H -10.75983 2.11282 2.92147 0.1620 -0.6002 -0.2841
H -8.36327 -1.10242 -1.38211 0.0331 0.0763 0.0227
H -5.54209 -2.47346 -2.83511 -0.1269 -0.0242 0.4457
H -5.09657 -3.47728 1.59806 0.3637 0.1217 0.0694
H -1.06575 -0.80651 -1.11582 -0.2328 0.2611 0.0193
H -6.72699 -3.53739 1.29488 -0.5174 0.4538 -0.4963
H 3.06993 4.10232 1.26359 0.3259 0.0653 -0.5330
H 2.09530 6.17758 3.00969 -0.3256 -0.1472 -0.2102
H -0.02599 -3.86123 1.11898 0.3681 -0.0967 -0.8708
H -6.72746 0.01454 1.56327 0.0950 -0.3002 0.2593
H -9.36073 1.33440 -0.18577 -0.1492 -0.1176 0.0884
H -6.94462 1.15944 -2.80379 0.5457 0.1666 0.0969
H -8.75742 0.98889 1.41588 0.0203 0.1331 0.1626
H -3.31258 -1.75436 -0.99438 0.4341 -0.5083 -0.0821
H 5.82129 1.09407 3.13785 -0.4178 -0.5765 0.4750
H -11.42771 3.56465 2.42862 -0.0479 0.2867 -0.7533
H 5.11486 0.53174 0.72613 -0.6876 -0.3933 0.1809
H 0.79442 -0.23496 -2.27701 0.2117 0.0766 -0.1250
H 5.60352 -1.38074 2.81699 -0.2190 -0.2586 0.1017
H 0.81691 -2.09443 -4.02270 0.7037 0.2761 0.1868
H -2.74585 1.83510 3.80068 -0.0069 0.4331 -0.2227
H -4.26644 2.28185 -0.68115 -0.4048 0.0906 0.3246
H -0.88981 -2.50064 2.86928 -0.0280 0.2458 -0.0077
H -11.53226 2.14822 1.27099 -0.7477 -0.0930 0.6757
H 7.29259 -0.23934 4.99452 -1.2079 -0.0462 -0.3285
H 3.05306 4.40441 5.02940 -0.7122 0.0425 -0.2322
H 4.39036 -7.08904 -1.43403 -0.0855 0.1156 0.1209
H -1.01407 1.34229 -1.34114 -0.2992 -0.9208 0.3733
H 2.91158 -0.87433 -1.46583 0.3553 0.8320 0.8751
H -0.84726 2.26658 -2.60582 -0.3317 -0.1941 -1.5716
H 5.89385 -7.03167 -2.32578 -0.3450 -0.8464 -0.2676
H 8.23436 0.95089 4.30183 0.2100 0.1906 -0.3075
H 2.85880 -1.16997 1.67814 0.0954 0.2770 -0.0607
H -8.31024 -0.27006 -4.27671 -0.3655 -0.1693 -0.3173
H 1.71357 4.42516 3.02764 0.0714 0.0912 -0.6595
H 1.18422 1.59726 1.89421 -0.9253 0.0878 1.8617
H 3.32736 -0.89283 -5.82236 -0.2612 0.3151 0.2607
H -1.35419 -2.18618 -4.90471 0.5584 -0.2349 0.4668
H -5.34520 -1.89473 -0.42657 -1.0685 -0.8898 -0.2359
H 5.84199 -3.52556 1.14181 0.2379 -0.1064 -0.0325
H 5.16009 0.11179 -2.02304 0.4044 -0.0865 0.0765
H 4.86982 0.54739 -4.09362 -0.4824 0.0222 -0.8877
H -2.20168 2.32728 1.27636 -0.1467 0.0564 -0.3924
H -6.98289 2.83959 0.94799 0.5800 -0.5230 0.3064
H -9.01230 3.64353 1.77502 0.3078 -0.0314 0.0084
H -4.75855 -1.15392 0.84745 0.3946 -0.2146 0.8772
H 4.37377 3.07179 3.60659 -0.4120 0.0380 -0.4765
H -7.69545 -0.97907 0.50572 -0.2391 0.6166 -0.3536
H -2.57194 -3.16409 -3.20657 -0.2577 -0.4883 -0.2816
H 3.57429 5.81265 1.01675 -0.5008 0.0166 0.2988
H -1.53411 0.86690 -4.99650 0.1356 -0.0823 0.0375
H -6.88497 -1.49778 3.07556 -0.4868 -0.2617 -0.1236
H -4.03201 0.58985 -0.56496 0.0957 -0.1415 -0.2782
H -3.63001 -2.09877 -4.16045 0.3712 0.4531 0.1766
H -0.97015 -1.94368 -2.41339 0.0976 -0.2099 0.0441
H 3.33884 -2.69940 2.20887 0.6493 -0.2963 0.0581
H 2.60464 0.34626 4.91480 0.0150 0.2536 -0.1484
H 1.19800 -3.84272 2.29817 -0.1788 0.1881 0.5671
H -1.14086 1.49093 3.11178 0.0409 -0.3621 0.4854
H -2.52218 1.57212 -2.26477 0.0986 0.0761 -0.3528
H -6.52372 -3.07555 3.78222 0.0563 -0.2755 -0.4747
H 0.61227 -1.53323 2.81378 -0.4909 0.5603 0.3377
H 5.31397 3.19078 -2.84225 -0.6052 -0.2331 0.3943
H 4.07870 -4.94322 -0.07277 0.2631 -0.4164 0.5134
H 6.51902 1.99835 -2.89545 0.7150 0.2350 0.0760
H -2.05341 0.57927 1.14809 -0.2859 -0.0846 -0.6871
H 1.39928 -1.86460 0.09189 -0.0544 -0.2142 -0.6700
H 6.43881 -6.04670 0.27622 -0.2798 0.2013 0.3628
H 5.01349 2.77114 1.34343 0.2082 -0.2263 0.3430
H -4.99426 -3.97157 -3.48488 0.0623 -0.2979 0.2626
H -0.56655 -1.38004 1.48327 -0.0049 -0.0677 -0.0591
H -5.98672 -0.25621 -2.65959 0.0999 -0.3818 0.3108
H -0.60126 -1.35293 -6.18128 -0.4140 0.7648 -0.0576
H 3.77245 5.90316 4.62538 0.0196 0.1819 -0.3158
H -2.73991 -0.32193 -4.45979 0.1495 0.0776 -0.2500
H 6.42795 -3.01133 -0.48963 0.4014 -0.0841 0.2369
H 4.77231 4.41802 -0.62646 -0.1920 -0.2728 0.3904
H 5.04244 6.64610 2.91106 0.8296 0.0054 0.5122
H 4.56770 -4.41246 -1.57085 0.4385 0.2612 -0.3612
H 6.79939 3.83335 -2.96374 1.0178 -0.3841 0.3027
H 6.54955 3.62429 1.88861 0.3743 -0.6926 -0.7366
H -9.97545 -2.33717 -2.60470 0.1767 0.6839 0.6508
H 5.85617 2.09278 -0.48451 -0.2746 -0.2896 -0.6211
```
Positions in Å, forces in eV/Å.

These are the Mulliken partial charges, in e, on atoms 1 to 2: atom 1 (P): 0.482, atom 2 (P): 1.523